Density functional theory data (the ωB97M-V functional and the def2-TZVPD basis) for C3H9N3OS in the gas phase.

Its spin multiplicity is 1. As for the SMILES: COCS/N=C\NN. The calculation puts the energy relative to the best compared isomer or geometry (same formula, charge and spin) at 249.4 kJ/mol. The calculation puts the HOMO-LUMO gap at 8.768 eV. As for the maximum force: 2.74 eV/A.

Geometry as XYZ:
```
17
Properties=species:S:1:pos:R:3:forces:R:3
C 2.4983 0.8796 0.6358 -1.3 -0.3 -0.8
C 1.8035 -1.0037 -0.6599 -0.6 0.7 -0.9
C -1.6970 0.7890 -0.5839 2.2 0.4 0.3
H 1.4645 1.0819 0.9872 0.6 -0.4 0.3
H 2.5043 1.4502 -0.3027 0.6 0.1 0.1
H 3.2205 1.2686 1.3750 -0.1 -0.8 -0.5
H 1.7485 -0.3757 -1.5843 0.4 -0.3 0.5
H 2.0992 -2.0164 -0.9311 0.1 0.0 0.1
H -1.8273 1.8606 -0.9524 -0.5 -1.6 0.5
H -3.5876 0.6957 -0.0251 -1.1 0.8 -0.1
H -2.2221 -0.8788 1.6011 -0.4 0.2 -0.8
H -2.6421 -1.7329 0.2208 -0.1 -0.1 0.8
N -0.4636 0.4008 -0.6343 -1.1 1.0 -0.5
N -2.7826 0.1368 -0.0599 0.1 2.4 -1.3
N -2.8607 -0.9112 0.7860 0.9 -2.4 0.9
O 2.6747 -0.5300 0.3016 0.6 1.2 1.0
S 0.0696 -1.1147 -0.1738 -0.2 -0.9 0.5
```
Forces are in eV/Å.

***

Density functional theory data (the ωB97M-V functional and the def2-TZVPD basis) for a molecular structure, C46H50CdF11N3O3PS.

As for the net charge: -2. Its spin multiplicity is 2. The calculation puts the energy relative to the best compared isomer or geometry (same formula, charge and spin) at 107.6 kJ/mol. The calculation puts the HOMO-LUMO gap (spin up / spin down) at 5.202 / 6.821 eV. As for the maximum force: 1.07 eV/A.

Geometry as XYZ:
```
116
Properties=species:S:1:pos:R:3:forces:R:3
Cd 0.6825 1.5506 0.6687 -0.7 -0.4 -0.7
O 1.7276 3.0110 4.4407 -0.1 -0.1 -0.3
C 1.6092 2.6705 3.2652 -0.2 -0.4 0.0
O 1.0566 1.5972 2.8196 0.4 0.6 0.5
C 2.1535 3.6540 2.2085 -0.1 -0.2 -0.3
C 2.5866 4.9065 2.6080 0.1 0.2 0.1
C 2.9953 5.8107 1.6463 0.0 -0.1 -0.1
C 2.9918 5.4275 0.3106 0.1 0.2 0.1
C 2.5545 4.1597 -0.0083 -0.1 -0.2 0.1
N 2.1328 3.2987 0.9180 0.2 0.4 0.2
H 2.5786 5.1335 3.6660 0.0 0.0 -0.1
H 3.3045 6.8112 1.9233 0.1 0.0 0.0
H 3.3202 6.1023 -0.4716 0.0 0.0 0.0
H 2.5128 3.8178 -1.0355 0.0 0.0 0.0
C -3.1433 -3.2813 2.0855 0.1 0.1 0.0
C -2.6051 -1.8443 2.2115 -0.2 0.0 0.1
C -2.3876 -1.4672 3.6821 0.1 0.1 0.0
C -3.5489 -0.8680 1.5228 0.1 0.1 -0.2
C -4.8296 -0.7550 2.0558 -0.1 0.0 -0.1
C -5.7987 0.0568 1.4867 0.0 -0.1 0.0
C -5.4797 0.7544 0.3361 0.0 -0.1 0.0
C -4.2045 0.6979 -0.2180 0.1 0.0 -0.2
C -3.9439 1.4758 -1.4973 -0.3 0.1 0.1
C -4.4703 2.9190 -1.4166 -0.1 0.0 0.1
C -4.5527 0.7765 -2.7236 0.1 0.0 0.0
C -3.1976 -0.0962 0.3781 0.0 -0.2 -0.1
N -1.8563 -0.0491 -0.0879 0.0 -0.3 0.3
C -1.2689 -1.1071 -0.6157 -0.3 0.1 0.0
C 0.1637 -1.3590 -0.6433 0.1 -0.2 0.0
N 1.1210 -0.5642 -0.1662 0.0 0.1 0.0
C 2.4050 -1.1738 0.0862 0.1 -0.1 0.0
C 2.5650 -1.8646 1.3043 -0.2 0.1 0.0
C 3.7593 -2.5226 1.5779 0.1 -0.1 0.0
C 4.8069 -2.5093 0.6802 0.0 0.0 0.0
C 4.6586 -1.8046 -0.4994 0.0 0.0 0.0
C 3.4880 -1.1243 -0.8218 0.1 0.2 -0.1
C 3.5353 -0.3563 -2.1426 -0.4 0.1 0.1
C 2.4769 -0.8004 -3.1565 0.1 0.0 0.0
C 3.4913 1.1572 -1.9123 0.4 -0.1 0.1
C 1.4663 -1.9503 2.3543 0.2 -0.1 0.1
C 0.9267 -3.3850 2.4147 -0.1 0.1 -0.1
C 1.9654 -1.4790 3.7256 0.0 0.1 -0.1
C 0.3492 -2.7226 -1.2367 0.1 0.1 0.0
C 1.4210 -3.5589 -1.4441 0.0 -0.1 0.1
C 1.2096 -4.8042 -2.1002 0.1 0.1 0.1
C -0.0200 -5.2233 -2.5273 -0.1 -0.1 0.0
C -1.1583 -4.4100 -2.2786 0.1 0.1 0.1
C -2.5131 -4.7198 -2.5724 0.1 0.0 0.0
C -3.5017 -3.8532 -2.1899 -0.1 0.1 0.1
C -3.2357 -2.6303 -1.5108 -0.1 0.0 -0.1
C -1.9349 -2.2855 -1.2518 0.0 0.0 0.0
C -0.9240 -3.1936 -1.6409 0.0 0.0 0.1
H -2.4212 -3.9988 2.4875 0.0 0.1 0.0
H -3.3269 -3.5351 1.0385 0.0 0.0 0.1
H -4.0846 -3.3946 2.6360 0.1 0.0 0.0
H -1.6403 -1.8131 1.7204 0.2 0.1 -0.1
H -3.3391 -1.3968 4.2197 0.1 0.0 0.0
H -1.8711 -0.5048 3.7635 -0.1 -0.1 0.0
H -1.7779 -2.2267 4.1812 0.0 0.0 0.0
H -5.0834 -1.3267 2.9449 0.1 0.0 -0.1
H -6.7866 0.1353 1.9306 0.1 0.0 0.0
H -6.2425 1.3549 -0.1498 0.1 0.1 0.0
H -2.8729 1.5182 -1.6236 0.0 0.0 0.1
H -5.5499 2.9616 -1.6137 0.1 0.0 0.0
H -3.9688 3.5488 -2.1620 -0.1 -0.1 0.1
H -4.2790 3.3450 -0.4276 0.0 0.0 -0.3
H -5.6092 0.5456 -2.5467 0.1 0.0 -0.1
H -4.0328 -0.1572 -2.9562 0.0 0.0 0.0
H -4.4877 1.4314 -3.6036 0.0 -0.1 0.1
H 3.8701 -3.0573 2.5161 0.0 0.1 -0.1
H 5.7425 -3.0105 0.9096 -0.1 0.1 0.0
H 5.4899 -1.7570 -1.1939 0.0 0.0 0.0
H 4.5103 -0.5782 -2.5807 0.1 -0.1 0.0
H 1.4734 -0.6275 -2.7675 0.1 0.0 0.0
H 2.5746 -1.8633 -3.4017 0.0 0.1 0.0
H 2.5948 -0.2251 -4.0845 0.0 -0.1 0.1
H 2.5517 1.4428 -1.4612 -0.1 0.1 0.0
H 3.5976 1.6913 -2.8654 -0.1 0.0 0.1
H 4.3008 1.4629 -1.2480 0.0 0.0 0.0
H 0.6563 -1.2837 2.0729 -0.1 0.1 -0.1
H 1.7319 -4.0871 2.6521 0.0 0.0 0.0
H 0.4944 -3.6784 1.4514 0.0 0.0 0.1
H 0.1544 -3.4819 3.1836 0.0 0.0 0.0
H 2.8024 -2.0860 4.0856 -0.1 0.0 0.0
H 1.1567 -1.5346 4.4608 0.0 0.0 0.0
H 2.2899 -0.4395 3.6629 0.0 0.0 0.0
H 2.4151 -3.2983 -1.1058 0.0 -0.1 -0.1
H 2.0693 -5.4441 -2.2630 0.0 0.0 0.0
H -0.1350 -6.1779 -3.0323 0.0 0.0 0.0
H -2.7603 -5.6502 -3.0740 0.0 0.0 0.0
H -4.5351 -4.1171 -2.3911 0.0 0.1 0.0
H -4.0620 -2.0128 -1.1879 0.0 0.1 0.0
C -0.4850 0.7487 -4.0825 -0.1 -0.1 0.1
S -0.7699 1.9059 -2.7232 0.5 0.1 -0.3
C -0.9099 3.3582 -3.7855 -0.1 0.1 0.2
O 0.5462 2.0796 -2.0322 -0.3 -0.1 -0.2
H -1.2765 0.8637 -4.8311 0.1 0.0 0.1
H -0.5214 -0.2605 -3.6633 0.1 0.1 -0.1
H 0.5023 0.9516 -4.5034 -0.1 0.0 0.0
H -1.7599 3.2437 -4.4669 0.1 0.0 0.1
H 0.0321 3.4740 -4.3282 -0.1 0.0 0.0
H -1.0720 4.2062 -3.1150 0.0 -0.1 -0.1
F -1.9000 3.2631 -0.4171 0.2 -0.3 -0.1
C -0.9995 3.1798 0.6502 -0.2 0.1 0.3
F -0.4788 4.4732 0.6803 0.1 0.1 -0.1
C -1.9062 3.1243 1.9082 -0.1 0.0 -0.1
F -1.4022 3.8753 2.9022 -0.1 -0.2 -0.1
F -2.0331 1.8709 2.3711 0.0 0.1 0.0
F -3.1792 3.5687 1.6820 0.3 0.0 0.2
F 3.9845 1.1413 1.3272 0.2 0.0 0.0
P 5.5058 1.6232 1.6324 0.0 0.0 0.0
F 6.0457 0.7344 0.3846 0.0 -0.1 -0.1
F 4.9781 2.5239 2.8544 -0.1 0.1 0.2
F 5.3110 2.8777 0.6208 0.0 0.2 -0.1
F 7.0288 2.1075 1.9308 0.1 0.0 0.0
F 5.7083 0.3670 2.6194 0.1 -0.2 0.1
```
Forces are in eV/Å.